The following is a DFT calculation (ωB97M-V/def2-TZVPD) of C31H41HoN4S3 as an isolated structure.

Last column: Löwdin charge in e.
Cartesian coordinates (Å):
Ho  0.98388  -0.31098  -0.59536  1.097
C  3.12035  2.41448  -4.11423  -0.147
C  2.72912  1.32162  -3.14347  -0.784
S  1.05641  1.43586  -2.56358  0.492
C  3.60860  0.36613  -2.80061  -0.801
C  5.01047  0.35263  -3.35998  -0.150
S  3.29889  -0.96706  -1.66296  0.419
H  2.33275  3.16116  -4.18517  0.047
H  3.29120  2.01510  -5.11731  0.076
H  4.03767  2.91902  -3.80288  0.075
H  5.04107  0.72534  -4.38406  0.064
H  5.41484  -0.65792  -3.35322  0.052
H  5.68158  0.97630  -2.76101  0.079
C  -1.74715  3.39424  -0.71173  -0.058
C  -1.98337  3.76678  0.75280  -0.364
C  -3.40827  3.42972  1.19717  -0.061
C  -0.89623  3.38253  1.76723  -0.130
C  -0.79451  4.24292  2.86108  -0.046
C  0.27593  4.19918  3.72699  -0.073
C  1.33396  3.35498  3.42770  -0.043
C  1.28718  2.46672  2.36129  -0.131
C  2.61943  1.83079  1.96713  -0.360
C  3.02374  2.27509  0.55989  -0.058
C  2.80154  0.32925  2.14915  -0.066
C  0.08422  2.38360  1.62215  -0.151
N  -0.15257  1.27523  0.75516  -0.026
C  -1.38870  0.84323  0.73019  -0.134
C  -1.90897  -0.17012  -0.11252  -0.337
C  -3.25510  -0.51727  -0.25208  -0.019
C  -3.31828  -1.44604  -1.28729  -0.020
C  -2.00547  -1.63034  -1.74939  -0.250
N  -1.14961  -0.87320  -1.04084  -0.049
C  -1.52004  -2.52325  -2.86767  -0.546
C  -0.88489  -1.67115  -3.97108  -0.039
C  -2.68965  -3.31507  -3.45342  -0.061
C  -0.47324  -3.50491  -2.32940  -0.047
H  -2.29704  4.09660  -1.34006  0.087
H  -2.11059  2.39907  -0.96832  0.069
H  -0.69538  3.44616  -0.99329  0.062
H  -1.92268  4.86037  0.77729  0.131
H  -3.63303  2.36558  1.09484  0.056
H  -4.12395  3.96604  0.57266  0.085
H  -3.58501  3.71447  2.23467  0.079
H  -1.56050  4.99854  2.99296  0.117
H  0.33061  4.87101  4.57246  0.104
H  2.24097  3.40571  4.01759  0.112
H  3.33997  2.28503  2.65323  0.126
H  2.34943  1.89976  -0.22017  -0.007
H  4.02533  1.92319  0.30941  0.091
H  2.99198  3.36156  0.47456  0.099
H  2.21271  -0.27295  1.45161  -0.015
H  2.52927  -0.00765  3.15003  0.090
H  3.83835  0.05682  1.94906  0.094
H  -2.11037  1.29355  1.41293  0.126
H  -4.07514  -0.10853  0.31750  0.107
H  -4.20493  -1.91089  -1.68193  0.098
H  -1.59281  -0.93220  -4.34966  0.096
H  -0.57440  -2.31230  -4.79929  0.090
H  -0.00672  -1.12304  -3.62084  0.038
H  -3.43889  -2.64904  -3.88170  0.087
H  -3.17423  -3.93549  -2.69778  0.085
H  -2.32980  -3.97063  -4.24778  0.085
H  0.42869  -2.97907  -1.99437  0.049
H  -0.15977  -4.19104  -3.11820  0.093
H  -0.87176  -4.08956  -1.49733  0.080
N  -2.09404  -5.70048  3.65486  0.087
C  -1.52071  -4.60448  4.18474  -0.836
S  -1.55233  -4.25801  5.78338  0.701
C  -0.80102  -3.73927  3.19095  -0.218
C  -0.63681  -2.38307  3.43458  -0.009
C  0.00625  -1.60582  2.49088  -0.115
N  0.49628  -2.09950  1.34682  0.002
C  0.36752  -3.40896  1.13052  -0.107
C  -0.27071  -4.26070  2.01555  0.002
H  -2.62545  -6.29243  4.27247  0.100
H  -2.25337  -5.78401  2.66532  0.103
H  -1.01498  -1.94429  4.34642  0.098
H  0.13247  -0.54355  2.65876  0.101
H  0.79035  -3.79457  0.21077  0.108
H  -0.30056  -5.31654  1.78520  0.118

Spin multiplicity   5
<S²>   6.0044
HOMO (spin up / spin down)   -6.42 / -6.42 eV
Lowest unoccupied orbital energy (spin up / spin down)   -1.1 / -1.1 eV